(1)
Computed, not measured: 2 unconnected molecules or ions with the total composition C4H13NO at a distorted geometry, with ωB97M-V/def2-TZVPD.

Values from the calculation:
LUMO level in eV: 0.9474
Orbital gap in eV: 9.69
Energy relative to the best compared isomer or geometry (same formula, charge and spin) in kcal per mole: 24.6
HOMO level in eV: -8.7

```
19
Properties=species:S:1:pos:R:3:mulliken_charge:R:1
C -1.48 0.90 -0.72 -1.46
H 0.47 1.92 -2.36 0.39
H -1.84 1.89 -1.04 0.39
C 0.00 0.80 -0.51 0.60
H 0.57 0.19 -2.55 0.36
H 1.56 -0.42 4.27 0.31
H -2.13 0.48 0.04 0.36
H -1.08 -1.14 1.18 0.32
H 0.31 1.69 0.04 0.16
H -0.03 -2.41 0.64 0.35
H -1.70 0.41 -1.69 0.36
H 1.32 -0.70 -0.45 0.23
H 1.19 -0.75 2.92 0.30
C 0.79 1.01 -1.85 -1.54
O 1.34 -1.21 3.76 -0.64
C -0.51 -1.48 0.31 -0.99
H 1.81 0.95 -1.51 0.43
N 0.51 -0.46 0.11 -0.30
H -1.11 -1.68 -0.59 0.36
```



(2)
Computed, not measured: a molecular structure, C4H9NO2, with ωB97M-V/def2-TZVPD.

Values from the calculation:
LUMO level (alpha / beta) in eV: -0.2111 / -0.2114
Orbital gap (alpha / beta) in eV: 8.59 / 8.59
Energy relative to the best compared isomer or geometry (same formula, charge and spin) in kcal per mole: 141.6
HOMO level (alpha / beta) in eV: -8.8 / -8.8

```
16
Properties=species:S:1:pos:R:3:mulliken_charge:R:1
O 0.06 3.31 -0.90 -0.67
H 1.48 2.72 -0.41 0.09
H 0.85 -3.33 -0.82 0.27
H -1.43 1.94 -0.60 0.17
C -0.18 -1.04 0.86 0.08
H 1.82 2.07 -0.04 0.02
O -0.22 0.34 1.02 -0.27
C 0.06 1.12 -0.02 -0.41
N -0.11 -1.58 -0.26 -0.31
H -0.90 2.80 0.89 0.31
C -0.53 2.47 -0.10 0.04
H -0.11 -3.51 0.67 0.29
C -0.07 -3.03 -0.31 -0.72
H 0.39 0.62 -0.92 0.52
H -0.22 -1.51 1.85 0.35
H -0.91 -3.39 -0.92 0.25
```



(3)
Computed, not measured: 3 unconnected molecules or ions with the total composition C26H35F16IN4O6PS at a distorted geometry, with ωB97M-V/def2-TZVPD.

Values from the calculation:
LUMO level in eV: -3.1345
Orbital gap in eV: 8.98
Total charge: +1
HOMO level in eV: -12.1

```
90
Properties=species:S:1:pos:R:3:mulliken_charge:R:1
N -3.02 2.79 -3.42 -0.54
F -8.60 -2.89 3.02 -0.30
N 1.72 -2.43 -0.52 0.10
F 5.54 -1.54 5.69 -0.26
O 2.66 2.16 -5.46 -0.57
C -0.88 2.92 -2.03 -0.98
C 8.87 -0.08 4.71 -0.73
C 0.32 -0.67 0.20 -0.12
C -2.60 0.81 -0.74 -0.88
C -1.57 2.84 -3.42 -1.39
C -1.27 0.55 -1.45 0.14
H 9.06 0.98 4.87 0.40
O -9.29 -2.14 1.08 -0.39
H -3.68 -0.15 -2.41 0.29
O 3.49 1.02 -1.60 -0.46
O 2.29 -2.53 -1.51 -0.20
H -3.61 -1.14 -0.91 0.38
H 1.37 0.41 -2.14 0.09
C -0.66 -0.77 -0.98 -1.52
F 7.02 0.70 5.86 -0.33
C -7.06 -1.65 1.82 0.18
H -9.79 -3.77 -0.11 0.34
H -0.12 -1.19 -1.82 0.64
C 9.70 -1.55 2.95 0.77
H 0.19 0.63 -3.33 1.26
C 8.80 -2.00 1.79 0.20
H -0.78 0.79 1.17 0.21
H -3.39 1.86 -3.37 0.25
C -8.21 -2.66 1.75 0.78
S -2.07 3.28 1.46 -0.30
N -0.23 1.68 -1.51 1.97
H 7.34 -1.75 6.54 0.29
C 0.74 1.18 -2.57 -1.67
C 0.25 0.71 0.81 0.74
H -8.35 -4.05 -2.31 0.28
C 3.13 1.40 -0.52 -0.42
H 8.94 -1.34 0.94 0.25
F 10.95 -1.48 2.46 -0.30
N 2.37 0.12 -4.49 -0.34
H -4.63 0.26 -0.99 0.46
H 2.22 2.83 0.68 0.82
C 0.47 1.89 -0.16 0.99
C -3.68 -0.14 -1.33 -1.74
H 2.37 2.68 -2.85 0.32
H -1.43 -1.49 -0.74 0.11
H -3.44 3.39 -2.72 0.32
F 7.19 -2.63 4.75 -0.21
H -0.16 3.73 -2.06 0.85
C 1.02 0.85 2.05 -2.56
H -1.66 3.27 -1.36 0.51
H -0.05 -1.35 0.97 1.10
F -6.92 -3.20 -1.21 -0.20
O 1.65 -1.04 -0.11 -0.36
C 1.51 0.98 3.12 0.24
O 9.36 -0.30 3.40 -0.39
H -0.03 4.48 -0.01 0.13
F -10.06 -2.15 -2.38 -0.32
H -10.77 -2.34 -0.22 0.41
H -7.36 -0.77 2.39 0.25
F 9.71 -2.45 3.95 -0.28
C 2.24 1.50 -4.54 -0.02
F -8.63 -0.93 -1.27 -0.26
H 9.47 -0.61 5.45 0.35
C -9.74 -2.69 -0.14 -0.72
P -0.25 3.38 0.83 0.15
C -9.07 -2.19 -1.44 0.86
F -7.51 -2.46 -3.17 -0.27
I 4.44 0.80 1.10 0.06
F 7.50 -1.99 2.15 -0.21
F -5.99 -2.22 2.42 -0.27
F 9.13 -3.26 1.44 -0.26
H 1.99 3.19 -0.96 0.66
F 6.68 0.00 3.81 -0.26
F -7.81 -3.83 1.23 -0.28
H -1.30 3.76 -3.93 0.40
H -3.01 1.80 -0.84 0.41
F -6.69 -1.27 0.58 -0.19
H -2.60 0.57 0.32 0.37
H 0.95 2.97 -3.85 0.57
C 1.55 2.20 -3.37 -0.54
H 2.68 -0.24 -5.37 0.31
H -1.58 0.34 -2.47 0.79
H 0.66 3.55 1.88 0.21
C 7.37 -0.26 4.95 0.93
C -7.97 -3.06 -2.05 0.11
H 2.08 0.82 4.01 0.62
H 2.93 -0.22 -3.72 0.20
C 1.96 2.36 -0.26 -1.49
H -1.23 2.03 -4.05 0.41
C 6.89 -1.59 5.55 0.08
```



(4)
Computed, not measured: a molecular structure, C18H50B2N2NaO2Sn at a distorted geometry, with ωB97M-V/def2-TZVPD.

Values from the calculation:
Spin multiplicity: 2
LUMO level (alpha / beta) in eV: -8.5255 / -10.5958
Orbital gap (alpha / beta) in eV: 4.87 / 2.80
Total charge: +2
HOMO level (alpha / beta) in eV: -13.4 / -13.4

```
76
Properties=species:S:1:pos:R:3:mulliken_charge:R:1
H -0.34 5.81 -3.02 0.32
H 0.19 -2.12 -4.27 0.41
O -1.62 3.88 2.49 -0.59
C -3.29 -0.13 -3.33 -0.63
H -2.31 2.69 4.56 0.30
H -0.10 3.15 -4.06 0.45
H -2.46 4.42 5.08 0.34
H -3.30 -1.66 0.63 -0.21
H -3.23 -1.89 -2.06 0.30
C -1.78 3.60 4.85 -1.12
H 1.02 4.37 3.78 0.34
H 1.28 5.23 -2.83 0.35
H -2.52 -0.51 1.73 -0.35
B -2.38 -1.40 1.14 1.17
H -1.62 -1.27 0.38 -0.83
H 1.21 5.48 0.48 0.47
B 0.68 0.87 0.53 0.84
C 3.32 -5.05 3.01 -1.23
O -1.14 4.42 -1.10 -0.51
C -0.24 2.15 -3.65 -1.06
H -1.20 3.39 5.75 0.34
C 0.46 5.70 -2.29 -1.28
C 0.48 3.44 3.60 -0.75
H 1.50 -3.93 3.23 0.39
H 0.06 -5.55 2.27 0.31
C 3.10 -3.02 0.53 -0.58
H 0.33 4.07 0.81 -0.22
Na 0.25 -1.44 1.34 0.64
C 3.71 -1.64 1.08 -1.20
C 0.98 4.50 0.05 -0.51
H -3.97 0.70 -3.52 0.47
H 0.57 1.88 0.17 -0.85
H 4.30 -1.81 1.99 0.40
H -2.11 -2.25 1.75 -0.14
H 0.91 3.00 2.70 -0.01
H -0.71 -5.28 0.67 0.40
H 0.01 -0.20 -2.64 0.31
H 0.41 0.20 -0.27 -0.37
H -0.12 2.33 -2.58 0.18
C -1.02 3.69 3.55 0.79
C 1.32 -4.57 0.80 -0.87
H 3.54 -5.30 4.04 0.40
H -1.43 -2.13 -4.63 0.35
H -2.42 2.38 -3.90 0.46
C -1.70 1.56 -3.95 -0.51
H 0.66 2.63 4.30 0.41
H -1.77 1.27 -5.00 0.38
H -0.50 -0.71 -5.06 0.33
H 1.89 3.91 -0.08 0.34
H 4.26 -5.08 2.47 0.28
C -3.89 -1.04 -2.26 -0.80
H 4.50 -1.20 0.48 0.41
C 0.07 4.80 -1.08 0.76
Sn -2.32 1.75 0.21 1.27
H 2.54 -2.83 -0.39 0.33
H 1.98 -5.42 0.68 0.54
H -0.54 -3.94 1.77 0.16
H -1.07 -1.19 -2.05 0.22
H 0.03 0.65 1.36 -0.05
C -0.67 -1.44 -4.27 -1.35
N 2.07 -3.43 1.43 0.35
H 2.80 -2.92 3.35 0.51
H -4.83 -1.47 -2.61 0.45
H -3.30 -0.61 -4.31 0.42
H 3.82 -3.82 0.39 0.50
H 1.69 0.70 0.88 -0.15
H -3.88 -0.46 -1.34 -0.03
N -1.95 0.47 -3.01 0.62
H 0.58 1.53 -4.01 0.39
H 0.88 6.62 -1.88 0.38
C -0.06 -4.86 1.44 -1.10
H 2.75 -5.92 2.69 0.28
C 2.47 -3.77 2.75 -0.80
C -0.94 -0.63 -2.97 -0.61
H 1.16 -4.30 -0.24 0.49
H 2.93 -1.00 1.48 0.16
```



(5)
Computed, not measured: a molecular structure, C4H6N2O8S2Zn at a distorted geometry, with ωB97M-V/def2-TZVPD.

Values from the calculation:
Spin multiplicity: 2
LUMO level (alpha / beta) in eV: 2.4745 / -0.2494
Orbital gap (alpha / beta) in eV: 6.97 / 4.25
Energy relative to the best compared isomer or geometry (same formula, charge and spin) in kcal per mole: 0.0
Total charge: -1
HOMO level (alpha / beta) in eV: -4.5 / -4.5

```
23
Properties=species:S:1:pos:R:3:mulliken_charge:R:1
H 4.47 0.94 -0.84 0.27
H -3.75 -1.83 0.06 0.28
N -0.74 -1.61 1.02 -0.37
C 2.86 -0.28 -0.85 0.56
O 0.53 0.65 2.02 -0.61
H -2.75 -2.62 -1.15 0.29
C -2.95 -2.55 -0.07 -0.98
O 0.40 2.12 0.48 -0.63
C 4.27 -0.13 -0.79 -0.92
C -1.74 -2.08 0.57 0.66
O -0.33 2.78 2.72 -0.70
H -3.29 -3.56 0.16 0.34
O -1.99 0.92 0.38 -0.58
O -0.93 0.31 -1.49 -0.59
H 4.60 -0.45 0.20 0.27
H 4.83 -0.65 -1.57 0.33
N 1.68 -0.36 -0.93 -0.28
S 0.64 2.07 1.91 1.33
S -2.16 0.94 -1.07 1.35
O 2.04 2.43 2.14 -0.75
O -2.37 2.32 -1.50 -0.38
Zn 0.00 0.31 0.21 0.64
O -3.33 0.33 -1.61 -0.54
```



(6)
Computed, not measured: a molecular structure, C30H57KN7S3 at a distorted geometry, with ωB97M-V/def2-TZVPD.

Values from the calculation:
LUMO level in eV: -1.9864
Orbital gap in eV: 6.05
Energy relative to the best compared isomer or geometry (same formula, charge and spin) in kcal per mole: 3.8
Total charge: +1
HOMO level in eV: -8.0

```
98
Properties=species:S:1:pos:R:3:mulliken_charge:R:1
H -1.95 -0.89 -3.50 0.34
H -0.05 5.09 0.57 0.48
H -1.77 -5.76 -2.51 0.26
S 0.20 2.79 -0.08 0.45
H 3.60 -2.44 -1.36 0.18
H 4.49 1.33 -0.32 0.42
C -4.15 -0.34 0.36 -1.56
C 4.48 0.24 -0.36 -1.61
H 3.69 2.26 1.46 0.37
H -3.83 -2.31 1.07 0.62
C 2.93 1.75 2.05 -1.35
H -1.16 2.14 -4.86 0.41
C 1.94 -0.63 2.26 1.02
C -3.41 -1.67 0.28 0.12
C 3.10 -1.71 0.62 0.30
H 0.24 -1.01 3.55 0.38
H -4.52 1.47 -0.73 0.39
H -3.97 -2.03 -3.13 0.44
N -1.96 -1.46 0.49 -0.06
C -1.58 1.77 3.10 0.19
H -4.05 0.49 -3.00 0.41
H 2.37 -2.19 -5.13 0.46
H 2.01 2.34 1.98 0.06
C -0.31 2.56 -4.30 -1.22
H 1.69 -0.52 4.41 0.40
H 3.26 1.80 3.09 0.35
H -0.84 3.83 5.40 0.34
H -3.05 -3.25 -1.15 0.39
N -2.10 -1.20 -2.55 -0.23
C -0.64 3.96 -3.80 -0.52
C 0.50 -3.96 -4.01 -1.25
S -1.93 4.05 -2.53 -0.05
H -1.52 4.14 0.64 0.38
H 0.78 0.67 3.50 -0.25
N -1.29 2.10 4.33 -0.02
H 1.88 -3.57 3.01 0.34
H 2.48 -1.16 -3.70 0.07
H 1.12 -0.99 -4.81 0.15
H 4.70 -2.99 -0.11 0.34
H -3.89 0.19 1.29 0.44
C -1.51 1.14 5.41 -0.94
H -1.93 0.23 -1.27 -0.40
C 1.58 1.84 -2.27 0.47
N -1.84 1.48 2.00 -0.45
H -2.30 1.84 -1.42 0.06
H -5.34 -0.32 -2.14 0.51
N -2.48 1.00 -0.85 1.57
N 0.16 -3.69 -1.88 0.03
H 2.48 3.01 -0.73 0.43
H 0.58 2.90 4.87 0.32
H -0.26 -6.43 -1.87 0.33
H -0.59 -6.49 -3.60 0.38
C -3.92 0.57 -0.84 0.31
H 3.10 -3.70 -0.25 0.37
H 1.92 0.96 -1.72 -1.44
C 1.79 -1.71 -4.35 -1.10
H -4.72 -2.73 -1.03 0.50
C 1.53 3.01 -1.28 -1.35
H -1.52 -2.35 0.67 0.18
H -0.95 4.56 -4.66 0.51
C -0.65 4.37 0.01 -0.94
H 0.41 -3.07 2.20 0.24
H -1.81 5.85 -0.99 0.47
C -3.69 -2.36 -1.05 -1.51
C 3.46 -0.35 0.58 0.23
H -2.14 1.20 0.11 -0.42
H -5.23 -0.54 0.41 0.57
H 0.26 4.42 -3.40 0.23
H 1.66 -3.96 1.32 0.35
C -4.26 -0.15 -2.14 -1.28
N 0.84 -2.58 -2.26 0.19
H -1.97 1.65 6.25 0.35
C 2.16 -1.89 1.65 -0.27
C 2.75 0.32 1.60 1.00
C -3.52 -1.48 -2.30 0.20
H -2.16 0.35 5.07 0.33
C 3.65 -2.76 -0.32 -1.53
H 0.53 -4.35 -5.01 0.52
H 0.09 -3.90 -0.89 0.09
H -0.56 0.70 5.72 0.30
C 1.04 -2.73 -3.56 0.45
C -0.03 -4.56 -2.90 0.60
H 5.49 -0.10 -0.14 0.40
C -0.42 3.24 4.59 -0.84
C -1.12 5.06 -1.27 -0.93
C -0.70 -5.88 -2.70 -1.33
H -0.28 5.57 -1.76 0.42
K 0.88 -0.62 -0.32 0.82
H 1.45 3.98 -1.78 0.64
H 2.32 2.02 -3.05 0.83
H -0.35 3.85 3.70 0.23
H -1.52 -2.02 -2.41 -0.35
H -1.81 -0.90 1.33 -0.23
C 1.12 -0.36 3.48 -0.91
H 0.52 2.62 -5.01 0.45
C 1.50 -3.18 2.06 -1.69
S 0.04 1.31 -3.06 0.51
H 4.29 -0.04 -1.41 0.16
```



(7)
Computed, not measured: 2 unconnected molecules or ions with the total composition C11H14N2O at a distorted geometry, with ωB97M-V/def2-TZVPD.

Values from the calculation:
LUMO level in eV: -0.6710
Orbital gap in eV: 7.42
Energy relative to the best compared isomer or geometry (same formula, charge and spin) in kcal per mole: 107.8
HOMO level in eV: -8.1

```
28
Properties=species:S:1:pos:R:3:mulliken_charge:R:1
C 0.15 0.38 -2.04 -0.22
C -2.85 0.18 2.78 -0.31
C 1.52 -1.90 1.15 -0.83
C -0.09 -0.43 -0.95 -0.68
H -0.98 -2.99 2.91 0.33
H -0.34 3.43 -0.59 0.42
C 0.08 1.79 -1.90 0.93
C -0.29 2.35 -0.65 -0.70
C 0.73 2.13 -4.18 -0.82
H -0.08 1.51 -4.60 0.34
H 1.65 1.54 -4.12 0.34
H 0.79 -3.21 3.12 0.30
O 0.35 2.67 -2.90 -0.44
C -0.56 -0.69 1.50 0.57
H 2.11 -2.56 1.78 0.32
N -3.87 0.55 3.21 -0.64
C -0.55 1.53 0.43 -0.46
H -1.40 -0.44 2.21 -0.06
N 0.27 -1.63 1.87 0.14
C -0.02 -2.48 3.03 -0.83
H 1.35 -2.40 0.19 0.30
H -0.06 -1.87 3.95 0.33
H -0.84 1.96 1.38 0.41
H 0.41 -0.07 -3.01 0.37
H 0.88 3.02 -4.80 0.24
H 2.08 -0.97 0.97 0.35
C -0.40 0.12 0.33 -0.19
H -0.05 -1.51 -1.08 0.48
```



(8)
Computed, not measured: 5 unconnected molecules or ions with the total composition C29H60F3O14 at a distorted geometry, with ωB97M-V/def2-TZVPD.

Values from the calculation:
LUMO level in eV: 1.8413
Orbital gap in eV: 5.86
Total charge: -1
HOMO level in eV: -4.0

```
106
Properties=species:S:1:pos:R:3:mulliken_charge:R:1
H 5.66 2.73 1.22 0.15
H -8.49 -5.23 5.69 0.11
H 4.13 2.24 1.96 0.41
H 10.21 1.82 -0.64 0.36
H -1.44 -0.40 -0.87 0.46
C -8.32 -7.60 4.17 -0.83
C -2.85 3.48 -2.47 -0.82
O 9.40 2.25 -2.51 -0.30
C 8.61 5.63 -5.07 -0.80
C -1.75 1.57 -1.62 -0.04
H -8.49 -8.35 3.39 0.32
F -0.46 -0.02 2.64 -0.21
H 8.50 4.85 -5.83 0.23
H -9.80 -6.10 2.18 0.39
C -2.00 0.06 -1.69 -0.30
O 7.67 4.52 -1.39 -0.48
H 4.91 1.25 -4.67 0.34
H -3.02 -2.96 2.69 0.35
C 2.59 1.98 -1.26 -0.46
O -8.36 -6.30 3.61 -0.23
H -6.43 -2.60 2.51 0.20
C 4.70 0.58 -3.83 -1.05
H -1.69 -3.64 4.83 0.31
H 10.21 0.47 -1.83 0.33
C 3.90 0.00 0.70 -0.65
C -2.75 -1.89 5.72 0.39
H -0.75 -2.07 4.74 0.16
H -3.54 3.41 -1.63 0.37
O -2.19 -1.51 6.81 -0.74
H -3.41 3.81 -3.35 0.24
C 8.06 2.16 -2.03 -0.27
H -5.87 -1.82 4.01 0.25
H 7.38 3.78 -3.32 0.08
O 9.24 5.06 -3.94 -0.27
C 10.33 1.55 -1.70 -0.82
O -4.11 -1.75 5.63 -0.67
H -0.66 1.75 -1.60 -0.11
C 5.08 1.87 1.56 -0.82
C -1.83 0.29 2.74 0.18
O -7.08 -3.48 4.23 -0.26
H -1.29 -0.92 -5.53 0.23
H -4.31 1.08 -2.70 0.09
H -2.06 4.21 -2.26 0.31
O 4.86 1.02 0.45 -0.15
C -4.29 0.01 -2.52 -0.34
H -1.61 -0.37 -2.61 0.00
H 5.64 1.34 2.33 0.33
H -1.27 -2.42 2.45 0.26
H 8.04 1.93 -0.96 0.31
H 3.26 2.41 -0.51 0.07
H 3.70 -0.49 -1.41 0.03
O -2.95 -0.30 -4.53 -0.27
O -10.01 -4.04 4.88 -0.48
F -2.31 1.62 2.74 -0.28
H 8.39 6.63 -2.87 0.34
C -2.22 -2.24 3.07 -0.40
H 3.84 -0.06 -4.06 0.45
H 4.45 -0.91 0.99 0.38
H -5.27 -0.26 -2.12 0.42
H 10.15 6.42 -2.73 0.39
H -10.80 -4.09 3.03 0.41
O 2.10 0.71 -0.85 -0.36
C 8.98 5.07 -1.53 -0.32
H -6.99 -3.28 6.26 0.42
C -1.79 -2.53 4.60 -0.48
H 6.25 3.27 -2.09 0.07
O -2.27 2.22 -2.77 -0.28
C 7.31 3.46 -2.28 0.06
H -2.81 -1.69 -6.05 0.32
C -2.24 -1.33 -5.19 -0.81
H 3.38 3.04 -2.96 0.39
F -4.16 -0.55 2.86 -0.26
H 1.71 2.64 -1.29 0.43
H 9.11 5.74 -0.67 0.43
C 3.21 2.00 -2.65 -0.64
H -7.33 -7.76 4.60 0.23
H 5.56 -0.06 -3.66 0.25
C -8.86 -4.21 5.72 -0.34
H 3.23 0.28 1.52 0.40
C -4.09 -0.78 -3.81 -0.56
H -7.56 -1.61 3.44 0.37
H 9.74 4.29 -1.42 0.08
H -4.96 -0.65 -4.46 0.40
H -3.98 -1.85 -3.57 0.34
C -6.72 -2.31 3.52 -0.69
C 3.07 -0.29 -0.55 -0.28
H -8.16 -2.19 5.46 0.35
H 7.57 1.34 -2.58 0.17
H 2.51 1.53 -3.36 0.46
C -9.86 -4.39 3.51 -0.27
H -2.19 1.96 -0.70 0.41
H 11.33 1.84 -2.01 0.24
O -3.36 -0.31 -1.48 -0.43
C -9.67 -5.89 3.25 -0.56
H -10.43 -6.45 3.82 0.34
H 9.22 6.44 -5.48 0.33
H -2.02 -2.16 -4.50 0.37
O 4.47 1.33 -2.65 -0.06
H -9.07 -3.80 3.04 0.08
H -9.22 -4.04 6.74 0.41
C -7.74 -3.20 5.46 -0.57
H 2.50 -1.20 -0.36 0.42
H -9.06 -7.71 4.97 0.37
C -2.77 -0.75 2.88 0.39
H 7.61 6.00 -4.82 0.36
C 9.19 5.89 -2.79 -0.55
```



(9)
Computed, not measured: 2 unconnected molecules or ions with the total composition H4NS at a distorted geometry, with ωB97M-V/def2-TZVPD.

Values from the calculation:
LUMO level in eV: 4.5564
Orbital gap in eV: 7.07
Energy relative to the best compared isomer or geometry (same formula, charge and spin) in kcal per mole: 4.3
Total charge: -1
HOMO level in eV: -2.5

```
6
Properties=species:S:1:pos:R:3:mulliken_charge:R:1
H 0.66 1.23 -0.49 0.26
S -0.40 -1.19 0.49 -0.89
N 0.80 2.17 -0.87 -0.72
H -0.15 2.60 -0.71 0.22
H -0.65 -2.12 1.35 -0.07
H 0.88 2.10 -1.92 0.20
```



| no. | E_tot (eV) | molecular weight (g mol⁻¹) |
| --- | --- | --- |
| 1 | -7895.5957 | 91.154 |
| 2 | -9873.9200 | 103.121 |
| 3 | -117467.4316 | 993.501 |
| 4 | -38128.7854 | 489.935 |
| 5 | -93693.5517 | 339.622 |
| 6 | -91292.2963 | 651.134 |
| 7 | -16658.2376 | 190.246 |
| 8 | -67854.7799 | 689.779 |
| 9 | -12391.1886 | 50.106 |